The following is a quantum chemistry calculation of a structure of composition C37H39N4PtS2Si in a non-equilibrium geometry, from OMol25.

Each line ends with the Mulliken charge.
Cartesian coordinates (Å):
1 Pt 0.4703 -1.3932 0.0942  1.7987
2 C 1.6886 5.3637 1.0556  -1.7907
3 C 0.8072 4.5647 0.0838  1.7571
4 C -0.1542 5.5187 -0.6462  -1.6307
5 C 1.7023 3.8965 -0.9612  -1.7675
6 C -0.0071 3.5447 0.8770  0.2837
7 C -1.0268 3.9861 1.7447  -0.0195
8 C -1.8100 3.1222 2.4782  -1.1037
9 C -1.5985 1.7537 2.3325  1.3782
10 S -2.3753 0.4055 3.1131  -0.3216
11 C -1.3656 -0.6719 2.2447  0.5635
12 N -0.5481 -0.0882 1.4127  0.0948
13 C -0.6177 1.2980 1.4589  -1.3917
14 C 0.2062 2.1831 0.7650  -0.7236
15 C -1.3021 -2.0989 2.3492  1.7317
16 C -1.9766 -2.8642 3.2964  -0.5056
17 C -1.7641 -4.2310 3.3395  -0.9271
18 C -0.8841 -4.8233 2.4396  -0.8084
19 C -0.2290 -4.0565 1.4789  -0.0724
20 C -0.4424 -2.6969 1.4417  -1.4512
21 H 2.2144 6.1593 0.5222  0.4651
22 H 2.4337 4.7146 1.5234  0.3413
23 H 1.0905 5.8224 1.8462  0.3576
24 H 0.4024 6.1361 -1.3538  0.4746
25 H -0.6666 6.1889 0.0463  0.3552
26 H -0.9115 4.9591 -1.2019  0.3250
27 H 2.2505 4.6641 -1.5097  0.5111
28 H 1.1162 3.3253 -1.6872  0.2641
29 H 2.4399 3.2318 -0.5040  0.3434
30 H -1.2010 5.0490 1.8607  0.4976
31 H -2.5672 3.5042 3.1518  0.4837
32 H 1.0093 1.7622 0.1718  0.3629
33 H -2.6551 -2.3838 3.9942  0.4774
34 H -2.2884 -4.8399 4.0650  0.4403
35 H -0.7113 -5.8916 2.4742  0.4658
36 H 0.4389 -4.5334 0.7737  0.5719
37 C 2.1545 -1.4859 2.9584  -1.7522
38 N 2.1570 -1.3145 1.5075  0.0338
39 C 3.2866 -1.3252 0.8735  0.1726
40 C 3.3036 -1.3241 -0.5121  -0.1068
41 C 4.3186 -1.2626 -1.4601  -1.1030
42 C 3.6888 -1.3425 -2.7073  -0.7318
43 C 2.3191 -1.4646 -2.4694  -0.4559
44 N 2.0958 -1.4394 -1.1481  0.2703
45 C 1.5380 -0.3577 3.7507  0.6881
46 C 1.8898 0.9620 3.4806  0.0696
47 C 1.4185 1.9950 4.2784  -0.5098
48 C 0.5871 1.7145 5.3560  -0.6092
49 C 0.2230 0.4020 5.6231  -0.8283
50 C 0.6970 -0.6305 4.8226  -0.1845
51 H 3.1909 -1.5885 3.2862  0.6746
52 H 1.6424 -2.4212 3.1960  0.2556
53 H 4.2284 -1.3573 1.4151  0.4581
54 H 5.3734 -1.1613 -1.2491  0.5035
55 H 4.1559 -1.3283 -3.6803  0.4575
56 H 1.5221 -1.5912 -3.1869  0.3910
57 H 2.5450 1.1810 2.6416  0.2985
58 H 1.7062 3.0171 4.0627  0.4066
59 H 0.2233 2.5177 5.9859  0.4452
60 H -0.4316 0.1805 6.4576  0.4131
61 H 0.4230 -1.6581 5.0424  0.4037
62 C -0.7424 -3.6005 -5.2009  -0.9652
63 Si -2.2563 -2.6455 -4.6690  0.1577
64 C -3.1062 -1.8985 -6.1537  -1.1489
65 C -3.4825 -3.6492 -3.6820  -1.0213
66 C -1.6836 -1.2003 -3.5663  0.2530
67 C -1.9309 0.1196 -3.9214  0.0605
68 C -1.5985 1.1768 -3.0726  -1.5234
69 C -0.9806 0.8934 -1.8811  -0.4920
70 N -0.6849 -0.3697 -1.5325  -0.4612
71 C -1.0344 -1.3856 -2.3332  0.0668
72 S -0.5866 -2.9024 -1.6529  -0.3729
73 H -1.0110 -4.3434 -5.9590  0.3823
74 H -0.2785 -4.1271 -4.3647  0.2999
75 H 0.0018 -2.9315 -5.6416  0.3257
76 H -3.4748 -2.7010 -6.7995  0.3339
77 H -2.4296 -1.2829 -6.7534  0.3237
78 H -3.9683 -1.2891 -5.8681  0.3397
79 H -3.9963 -4.3625 -4.3343  0.3801
80 H -4.2411 -3.0006 -3.2361  0.3399
81 H -3.0018 -4.2121 -2.8794  0.3235
82 H -2.3995 0.3340 -4.8767  0.4622
83 H -1.8174 2.2045 -3.3281  0.4889
84 H -0.7207 1.6755 -1.1893  0.9559

Summary:
Multiplicity: 1
Net charge: +1
Strongest force on any atom (Eh/bohr): 0.0310
LUMO energy (eV): -3.96

The following is a quantum chemistry calculation of a structure of composition C37H40AsCoF3O3PSSi2, from OMol25.

Each line ends with the Mulliken charge.
Cartesian coordinates (Å):
1 Co -0.7029 0.6074 -2.6991  0.4306
2 C -3.4258 2.3189 -1.1858  -1.2849
3 Si -2.8137 0.7188 -1.9568  0.6198
4 C -3.6898 0.7002 -3.6415  -1.4630
5 C -3.4080 -0.7656 -0.9696  0.2400
6 C -4.5205 -0.8312 -0.1344  -0.3987
7 C -4.8321 -2.0213 0.5116  -0.6662
8 C -4.0429 -3.1465 0.3247  -0.6902
9 C -2.9336 -3.0953 -0.5113  -0.6882
10 C -2.6042 -1.9074 -1.1655  0.3453
11 Si -1.1410 -1.6153 -2.3266  1.0079
12 C -1.5722 -2.2080 -4.0739  -1.5173
13 C 0.2116 -2.8361 -1.8219  -1.5250
14 H -4.4693 2.4675 -1.4785  0.5040
15 H -2.8565 3.1751 -1.5589  0.3207
16 H -3.3955 2.3093 -0.0976  0.3126
17 H -4.7557 0.8487 -3.4452  0.4182
18 H -3.5892 -0.2311 -4.1890  0.3651
19 H -3.3557 1.5234 -4.2743  0.3163
20 H -5.1331 0.0488 0.0293  0.4474
21 H -5.6904 -2.0727 1.1706  0.4086
22 H -4.2906 -4.0677 0.8378  0.4312
23 H -2.3183 -3.9783 -0.6432  0.4107
24 H -1.5493 -3.3006 -4.0898  0.4245
25 H -0.8479 -1.8439 -4.8037  0.3204
26 H -2.5672 -1.9049 -4.3879  0.4394
27 H -0.1567 -3.8290 -2.0983  0.5029
28 H 0.4067 -2.8716 -0.7519  0.3816
29 H 1.1493 -2.6798 -2.3579  0.3986
30 F 0.1350 0.8186 -7.2766  -0.2213
31 C -0.5646 1.3620 -6.2881  0.6087
32 F -1.5511 0.5204 -5.9466  -0.1852
33 F -1.1077 2.4990 -6.7139  -0.2218
34 S 0.5069 1.6624 -4.8165  1.1678
35 O 0.7765 0.3104 -4.3081  -0.6794
36 O 1.6188 2.4158 -5.2948  -0.5734
37 O -0.4021 2.3250 -3.8563  -0.6977
38 C 1.2462 -0.3739 -0.1202  -0.7584
39 C 2.3435 -0.0935 0.9022  -1.6202
40 As 1.6882 0.2515 2.7360  0.5127
41 C 0.8738 -1.5123 3.0126  0.0106
42 C 1.5157 -2.6929 2.6433  -0.2378
43 C 0.8825 -3.9172 2.7927  -0.6454
44 C -0.4021 -3.9777 3.3215  -0.5348
45 C -1.0408 -2.8113 3.7137  -0.5405
46 C -0.4030 -1.5859 3.5599  -0.4535
47 C 3.3739 -0.1337 3.6546  0.2420
48 C 4.6204 0.1556 3.1104  -0.2516
49 C 5.7818 -0.0884 3.8351  -0.6812
50 C 5.7073 -0.6221 5.1119  -0.4540
51 C 4.4652 -0.9076 5.6670  -0.6265
52 C 3.3090 -0.6593 4.9447  -0.5185
53 P 0.2809 1.0454 -0.8033  1.4275
54 C -0.7907 1.5645 0.5703  1.0137
55 C -1.0160 2.9000 0.9028  -0.7496
56 C -1.8819 3.2262 1.9338  -1.0816
57 C -2.5819 2.2299 2.5996  -1.0397
58 C -2.4105 0.9022 2.2332  -0.7905
59 C -1.5065 0.5702 1.2359  -0.5190
60 C 1.6202 2.2951 -0.9108  0.5539
61 C 1.9994 3.1228 0.1514  -0.2450
62 C 3.1161 3.9365 0.0436  -0.9848
63 C 3.8851 3.9242 -1.1124  -0.5983
64 C 3.5503 3.0695 -2.1497  -1.0203
65 C 2.4322 2.2560 -2.0394  -0.7975
66 H 0.5334 -1.0914 0.2856  -0.1527
67 H 1.6879 -0.8489 -1.0001  0.5593
68 H 2.9615 0.7490 0.5940  0.8794
69 H 2.9951 -0.9676 0.9513  0.9684
70 H 2.5241 -2.6615 2.2457  0.3671
71 H 1.3911 -4.8262 2.4980  0.4414
72 H -0.8976 -4.9333 3.4332  0.4132
73 H -2.0368 -2.8530 4.1363  0.4631
74 H -0.9022 -0.6731 3.8628  0.6233
75 H 4.6988 0.5748 2.1148  0.3014
76 H 6.7454 0.1386 3.3976  0.3982
77 H 6.6117 -0.8142 5.6740  0.3697
78 H 4.3992 -1.3253 6.6633  0.3853
79 H 2.3434 -0.8914 5.3808  0.3727
80 H -0.5272 3.6891 0.3496  0.6366
81 H -2.0360 4.2645 2.1965  0.3770
82 H -3.2726 2.4888 3.3915  0.4001
83 H -2.9726 0.1200 2.7278  0.6012
84 H -1.3783 -0.4715 0.9684  0.6482
85 H 1.4450 3.1122 1.0796  0.4539
86 H 3.3912 4.5753 0.8730  0.4603
87 H 4.7518 4.5669 -1.1953  0.3972
88 H 4.1489 3.0279 -3.0496  0.4780
89 H 2.2192 1.5510 -2.8296  0.5358

Summary:
Multiplicity: 1
Strongest force on any atom (Eh/bohr): 0.0095
LUMO energy (spin up / spin down) (eV): -0.24 / -0.31

Record order is preserved below.
Energy relative to the best compared isomer or geometry (same formula, charge and spin): 248.5, 79.9 kJ/mol